No. 1
Here is a structure of composition C53H61F9InN4O4PSTe from OMol25. Energies are from ωB97M-V/def2-TZVPD.

Summary:
Kohn-Sham gap (spin up / spin down)   7.824 / 7.354 eV
Energy relative to the best compared isomer or geometry (same formula, charge and spin)   51.38 kJ/mol
LUMO level (spin up / spin down)   -1.84 / -3.69 eV
Total charge   +1
Spin multiplicity   2

Each line ends with the Löwdin spin population.
Positions of all 135 atoms, in Å:
C 1.4618 -1.9098 4.8497  0.000
C -0.0917 1.8800 3.5969  0.006
N 1.3028 1.3844 3.6893  0.000
C -3.0489 -1.1343 -0.6630  0.003
H 4.6577 -0.4336 0.5717  0.000
C -3.7610 -1.3709 1.7617  0.005
C 5.4779 4.5637 -0.4451  0.001
H 4.0586 3.3190 -4.3590  0.000
C 5.4755 0.3006 2.4370  0.000
H 2.5535 -1.9144 4.8386  0.000
F -1.9542 -1.9125 -0.7041  0.003
H -0.2515 3.9135 -8.3195  0.000
C 1.3423 1.5810 -4.9983  0.003
H 6.9677 5.0221 1.0380  0.000
C 1.3995 2.6086 -4.0524  0.009
C -0.3337 2.6113 4.9177  0.001
C 1.5186 0.1251 -4.6657  0.001
H 6.3334 4.1495 -2.3580  0.000
H -4.9896 5.2375 3.8473  0.000
C -4.3925 5.3607 0.5200  0.000
H 2.2410 4.0577 1.7734  0.000
H 0.3281 -1.8233 -0.6672  0.000
C 5.4631 4.0264 -1.7232  0.000
H 0.8678 5.9848 -3.8394  0.000
C -3.0463 5.0385 0.5482  0.000
H 0.8194 2.4780 6.7842  0.000
C -2.0115 7.5261 -1.6700  0.000
C 1.2926 5.0803 -3.4064  0.003
H -1.9048 9.5996 -2.2001  0.000
C 2.4443 -4.4208 -0.2327  0.000
Te 1.4436 2.2678 -1.9713  0.092
H -0.0022 -3.3562 5.5356  0.000
C 0.4783 -3.6240 3.4483  0.000
C 0.8799 -3.3316 4.8945  0.000
C 2.4343 -1.7622 -1.0585  0.000
H -0.2082 2.5363 2.7298  0.006
C 1.2519 3.9545 -4.4072  0.001
N 0.9471 -1.3383 3.5913  0.001
H -0.7966 1.0516 3.4773  0.001
C 2.0806 3.5003 0.8506  0.009
C -4.0223 0.8633 0.5769  0.001
C 6.6521 5.3593 0.0500  0.000
H -2.9749 7.3677 -2.1400  0.000
N 1.3213 0.3522 -1.5246  0.113
C 2.5007 -0.3311 -1.5106  0.006
H 6.3905 6.4157 0.1345  0.000
C 0.5977 1.8935 5.8928  0.000
F -3.2689 -2.6085 1.6107  0.001
C -1.4077 8.7756 -1.7060  0.000
H -6.1425 5.6912 1.7122  0.000
H 1.1399 -1.3248 5.7148  0.000
H 2.5059 -0.0603 -4.2351  0.000
H 2.4470 0.8139 5.3940  0.000
C 1.1626 1.9454 -6.3292  0.000
H -4.8968 5.5287 -0.4241  0.000
F -2.9073 -0.2413 -1.6588  0.011
C 1.8369 1.6458 5.0430  0.000
H -0.0522 3.6638 4.8351  0.000
C -1.3626 6.4822 -1.0293  0.002
H 6.0337 -0.1065 3.2826  0.000
H -2.5859 4.6715 3.8671  0.000
C 0.7899 3.6236 -8.1663  0.000
C -0.1632 8.9603 -1.1207  0.000
H 0.7830 -0.2268 -3.9438  0.000
F -5.1217 0.6391 -0.1400  0.000
C -3.0876 4.8654 2.9279  0.000
C 3.2716 3.1483 -1.3887  0.009
C 4.3827 3.3005 -2.2209  0.002
H 1.0024 2.7818 -8.8228  0.000
H 1.1302 1.1617 -7.0774  0.000
H 1.4227 -0.4764 -5.5672  0.000
O 3.5690 0.1498 -1.8819  0.026
H 4.2852 1.4182 3.8910  0.000
C -2.3831 4.7885 1.7387  0.000
C 1.2576 -3.6999 -0.2408  0.000
C -0.1182 6.6522 -0.4434  0.000
H 5.7482 -1.5886 1.3492  0.000
H 4.5240 -2.0100 -1.4019  0.000
C 3.6174 -2.4966 -1.0687  0.000
H 0.1541 0.9449 6.2042  0.000
F -3.3339 1.8460 -0.0229  0.017
C -4.4395 5.1911 2.9168  0.000
C 1.0810 4.2572 -5.7512  0.000
H 1.9344 2.4537 1.1284  0.006
H 0.0127 -2.1508 1.8777  0.000
H -1.3797 2.5586 5.2154  0.000
H 2.3152 5.3059 -3.0931  0.000
H 1.1465 3.8565 0.4054  0.003
H 0.3308 -4.1745 0.0582  0.000
C 3.8052 -1.3906 2.3115  0.000
F -3.4696 -0.9757 3.0018  0.001
H 4.3677 4.7482 1.3800  0.000
H 0.7176 4.8596 -2.5017  0.002
F -4.1062 -1.8868 -0.9242  0.000
O -1.8885 -0.0553 1.1726  0.154
H 3.8346 1.6885 2.2037  0.000
S -2.1732 4.8895 -1.0020  0.006
H 1.4570 8.0473 -0.0483  0.000
H 4.5472 -4.3826 -0.6607  0.000
F -5.0866 -1.4389 1.6487  0.002
H 5.5640 2.5690 -3.8340  0.000
H 0.3763 5.8142 0.0288  0.000
H 4.1312 -2.1226 3.0558  0.000
C 4.3690 4.3555 0.3684  0.000
O -1.0981 3.8547 -0.7944  0.053
In -0.3564 0.8296 0.0765  0.349
H 6.1089 1.0227 1.9238  0.000
C 3.6240 -3.8180 -0.6505  0.000
H 1.4102 4.4660 -8.4731  0.000
H 1.3445 -3.9441 2.8636  0.000
C 4.9899 -0.8295 1.5347  0.000
C 4.5099 2.6900 -3.5889  0.000
H -0.2935 -4.3893 3.3750  0.000
F -4.3825 1.3139 1.7803  0.000
H 2.4472 -5.4541 0.0901  0.000
H -1.0174 -2.0696 3.3052  0.000
C -3.1223 -0.4024 0.7163  0.011
C 1.0269 3.2689 -6.7259  0.001
P 1.6070 -0.0202 2.8888  0.004
N 3.2282 -0.1997 2.9969  0.002
C -0.0029 -2.2673 2.9577  0.001
H 0.3088 9.9332 -1.1579  0.000
C 1.2555 -2.3756 -0.6491  -0.001
H 4.0422 1.7081 -3.6271  0.000
C -5.0898 5.4429 1.7184  0.000
H 1.5995 -4.0457 5.2906  0.000
H 0.9822 5.2978 -6.0410  0.000
C 0.4822 7.9006 -0.4953  0.000
O 1.0420 0.0747 1.4833  0.066
H 7.5008 5.2781 -0.6268  0.000
H 2.4671 2.5395 5.0219  0.000
H 3.0699 -1.8689 1.6627  0.000
C 3.2545 3.6629 -0.0835  0.002
C 4.1764 0.9378 2.9197  0.000
H -1.3333 4.5231 1.7206  0.000



No. 2
Here is a cluster of 2 separate species, C7H20N2Si in total from OMol25. Energies are from ωB97M-V/def2-TZVPD.

Summary:
Kohn-Sham gap   9.772 eV
Energy relative to the best compared isomer or geometry (same formula, charge and spin)   189.16 kJ/mol
LUMO level   0.97 eV
Total charge   0
Structure (SMILES)   CCC[Si@@H](CC)NC.C=N

Each line ends with the natural charge from an NBO analysis.
Positions of all 30 atoms, in Å:
H -2.1561 1.1762 0.2217  0.251
H 0.5116 -2.3763 1.3197  0.226
H -0.7229 -2.5099 3.0741  0.206
H -4.0911 0.2206 -2.3912  0.219
H -1.5499 -0.0623 -2.1956  0.196
N 1.4214 -0.5272 -0.7709  -1.073
H -1.1914 -2.2395 0.5637  0.240
C -2.1127 -0.1444 -1.2747  -0.394
C -1.3084 0.6645 -0.2663  -0.949
C -3.5353 0.3587 -1.4568  -0.614
H 0.2004 -0.9224 3.0846  0.206
H -1.5813 -0.9773 2.7795  0.205
H 3.1978 0.5388 1.8435  0.144
H 3.7654 -0.4032 0.4091  0.158
Si 0.1967 -0.1306 0.3983  1.605
H 4.5393 2.4625 0.6944  0.345
C 3.7420 0.5903 0.8720  -0.015
C -0.3471 -1.7720 1.1413  -0.879
H -4.1901 0.0512 -0.6245  0.204
H 1.7862 1.2491 -1.7488  0.215
H -0.8733 1.5125 -0.9012  0.226
C 1.7453 0.1893 -2.0582  -0.423
C -0.6528 -1.4760 2.6438  -0.604
N 4.3245 1.4944 0.2531  -0.637
H -3.3676 1.4331 -1.3210  0.200
H 0.8531 1.0285 1.1763  -0.209
H 2.8058 -0.1050 -2.3416  0.196
H 1.4260 -1.5087 -0.9830  0.375
H -1.9422 -1.2526 -1.0942  0.185
H 1.1082 -0.2430 -2.8345  0.192



No. 3
Here is a cluster of 7 separate species, C33H54BrNO23 in total from OMol25. Energies are from ωB97M-V/def2-TZVPD.

Summary:
Kohn-Sham gap   9.087 eV
LUMO level   -1.05 eV
Total charge   0
Structure (SMILES)   O=NOCC1=CC(=O)C(CC(=O)Br)=CC1=O.CCOC(=O)OC.CCOC(=O)OC.CCOC(=O)OC.CCOC(=O)OC.CCOC(=O)OC.CCOC(=O)OC

Each line ends with the Mulliken charge.
Positions of all 112 atoms, in Å:
H -1.7969 3.3479 0.2608  0.261
O -1.4571 1.3187 3.4742  -0.338
H -1.5803 3.3607 5.3310  0.329
O -3.7920 4.7106 -2.1512  -0.573
C 1.6953 1.1002 10.7609  -0.210
O 6.0813 -1.1455 0.6367  -0.367
H -0.7242 1.3577 -2.0479  -0.110
H 7.7560 3.4218 -7.1446  0.316
C 8.1876 2.4066 -4.8739  0.687
C -2.8764 0.8216 9.8902  -0.693
H -0.0525 -2.4003 -4.8448  0.124
C 4.1408 1.6461 -1.3571  0.694
C 9.0610 2.1668 -2.7271  -0.684
O 0.8013 -0.8365 -3.0673  -0.528
C -1.3168 2.3627 5.6796  -1.065
H 5.8885 0.6498 -1.9901  0.351
C 7.1672 2.5204 -6.9795  -0.218
H 8.7817 1.1588 -7.4140  0.315
H -0.5131 0.5306 -0.4690  0.505
H -3.3850 -7.0022 -7.3100  0.290
O -2.5992 -6.0470 1.1785  -0.318
O -2.7814 -5.5508 -5.1547  -0.352
Br -1.1208 -1.9846 -1.4739  -0.142
H 1.5368 2.1054 11.1495  0.321
H 1.0440 0.1007 12.5568  0.309
H -4.4451 -6.8912 3.0490  0.306
O 7.9229 2.1169 -3.5967  -0.200
H 0.2979 2.0991 4.2645  0.299
C -0.6135 1.0318 10.3796  0.776
H -3.6572 -2.3065 -0.3523  0.144
H -4.2067 -8.0907 1.7746  0.291
H -1.7287 -7.7110 1.8991  0.291
H 2.7917 0.3465 12.4449  0.355
H -0.3094 0.5996 4.9659  0.318
H -0.9466 -2.3770 -6.3786  0.364
H -4.8081 -2.8875 0.8644  0.382
H 7.1737 0.4329 -7.4979  0.283
O -1.3690 -3.9236 -5.0573  -0.318
C -3.5379 3.5828 -2.4844  0.745
H -0.6799 2.4589 6.5588  0.328
H -5.1461 -6.8429 -7.1901  0.352
H -0.4771 3.6999 -3.4385  0.092
C -5.6774 2.8187 -1.9053  -0.216
C 3.4809 1.5938 -2.5112  -0.700
H -3.3271 3.7399 1.0856  0.417
H -6.5843 2.7748 -3.8539  0.295
O 0.5964 0.7351 9.9075  -0.342
H -2.2361 1.8523 5.9698  0.273
H 7.7275 1.5129 -8.7888  0.362
O 1.4286 2.4520 -3.3511  -0.602
H -3.5778 -8.3911 3.4041  0.355
C -1.0214 -2.5582 -5.3070  -0.559
H 9.5799 3.1173 -2.8245  0.345
H 2.0046 -0.9066 11.4697  0.292
O 9.2587 2.7362 -5.3093  -0.565
O -2.4451 1.9419 1.6593  -0.343
H 6.1476 2.7163 -7.3053  0.298
H 8.6734 2.0562 -1.7180  0.190
H -3.0410 1.8589 10.1724  0.319
C 3.3305 1.9653 -0.1291  -0.065
C -3.7544 -2.8237 0.5957  -0.779
O -3.3722 -4.4860 2.6232  -0.564
C 0.0594 -0.6118 -2.1740  0.459
H -3.4800 0.5715 9.0229  0.218
H -6.1972 4.3986 -3.2769  0.317
H -6.0629 1.8550 -1.5779  0.391
H -4.1481 -5.4275 -7.5493  0.309
H -4.8488 -5.3921 -5.1518  0.309
C -3.7476 -7.6251 2.6474  -1.087
C -0.6006 1.5826 4.6013  -0.185
C -1.4013 4.2011 -3.1719  -0.592
C 1.9538 1.3846 -0.1254  -0.495
H -1.7533 -1.8856 -4.8645  0.274
C 1.8948 0.0990 11.8769  -1.088
H -3.2119 -2.2797 1.3662  0.365
O 6.0254 0.9114 0.0379  -0.248
H -7.5794 3.5301 -2.5968  0.386
O -3.2019 -4.1275 0.4003  -0.228
O 3.7363 2.6841 0.7476  -0.565
H -3.2714 2.4241 -0.1115  0.183
H -4.1575 -6.9984 -4.9217  0.295
H 2.5613 1.1232 10.1023  0.296
C -6.5629 3.4185 -2.9741  -1.210
C 2.0130 1.8306 -2.4971  0.332
C 7.7493 1.3336 -7.7140  -1.093
H 9.7420 1.3474 -2.9501  0.306
H -1.7140 4.8609 -3.9794  0.361
C -4.0740 -6.0769 -5.4948  -0.179
C 5.6273 1.4044 -1.2433  -0.448
N 5.3399 -0.3258 0.2906  0.251
C -3.0879 -4.8541 1.5128  0.689
O -4.3576 2.5334 -2.4048  -0.271
H -1.9851 -6.4601 3.1161  0.312
C 1.3039 1.2964 -1.2816  0.801
O 7.0576 2.2706 -5.5656  -0.312
C -1.6094 2.3325 2.6257  0.680
H 6.1920 2.3182 -1.4142  0.224
C -4.1957 -6.3531 -6.9772  -1.092
H -1.2673 4.7763 -2.2577  0.328
O -0.8559 1.5894 11.4185  -0.559
H -3.1339 0.1665 10.7208  0.318
H 1.5393 1.0614 0.8234  0.559
O -1.0809 3.4111 2.6969  -0.575
H -5.6048 3.4702 -1.0345  0.283
C -2.6117 -4.2517 -5.4020  0.749
C -0.0709 0.7163 -1.4464  -0.474
C -2.4374 -6.9717 2.2672  -0.199
O -3.4407 -3.5011 -5.8504  -0.559
O -2.3742 3.1615 -2.9796  -0.292
H 3.9699 1.3643 -3.4523  0.543
O -1.5175 0.6108 9.4939  -0.309
C -2.7193 2.9382 0.6701  -0.606